DFT (ωB97M-V/def2-TZVPD) results for a 8-piece molecular cluster, C20H37Cl4FO18 overall.

Atoms and positions in Å:
H1 -1.956 0.000 -2.853
O1 -1.400 -2.528 -1.649
H2 4.223 0.488 -1.364
C1 2.679 -5.111 2.568
H3 2.089 2.815 -1.245
H4 0.252 -4.198 -0.657
H5 3.154 4.228 -1.397
C2 5.893 -0.583 0.489
H6 -2.421 -2.226 1.344
C3 -1.766 -1.358 1.291
H7 1.693 -5.121 2.100
H8 -4.260 -1.848 -2.285
O2 3.310 -3.858 2.677
C4 -5.198 0.126 -0.191
O3 3.154 -1.728 2.773
C5 -2.124 -3.476 -1.500
C6 6.325 -2.061 2.227
H9 2.613 -5.650 3.512
H10 -0.693 -3.815 0.845
C7 -3.376 4.736 1.256
O4 -3.486 6.047 1.379
C8 2.593 3.605 -0.709
H11 -5.536 -0.695 -0.818
O5 -2.368 -0.208 1.897
H12 -4.450 -3.007 -3.629
C9 2.558 -2.861 3.113
O6 -0.557 2.124 -4.926
H13 -5.251 7.088 1.759
H14 0.115 -0.360 -1.132
C10 5.298 0.650 -1.399
F1 -0.617 -0.623 -4.206
H15 -2.073 0.814 -5.567
H16 6.688 -3.086 2.332
C11 -1.759 1.395 -4.706
H17 5.663 1.591 -1.006
Cl1 0.708 1.142 0.498
H18 1.704 0.393 -1.536
H19 7.018 -1.477 2.833
H20 -3.269 2.677 -0.439
H21 -0.388 -5.501 0.255
C12 -3.594 0.205 1.561
O7 5.333 0.197 1.214
O8 6.028 -0.439 -0.823
H22 -4.906 5.794 2.929
H23 -5.045 1.075 -0.700
Cl2 1.970 -1.485 -0.197
O9 -4.011 -0.342 0.419
H24 -1.814 2.559 0.648
H25 3.088 0.307 2.631
O10 1.548 -2.909 3.763
Cl3 1.403 4.714 -0.006
H26 -3.976 7.316 2.873
O11 0.818 3.099 -3.439
C13 2.594 -0.504 3.158
C14 -1.290 0.416 -3.606
O12 -3.336 -3.640 -1.993
H27 -1.544 -1.035 0.277
H28 -2.501 2.107 -4.349
H29 3.259 -5.752 1.901
H30 1.517 -0.500 2.973
Cl4 3.837 3.112 0.476
C15 1.078 -0.037 -0.766
C16 -2.338 3.140 -0.108
H31 -6.003 0.294 0.529
O13 6.464 -1.715 0.859
C17 -0.591 -4.466 -0.017
C18 0.081 2.224 -3.767
O14 -2.471 4.486 0.299
C19 -3.767 -2.619 -2.875
H32 -0.827 -1.592 1.787
H33 2.664 -0.270 4.227
C20 -4.463 6.539 2.278
H34 -2.961 -2.191 -3.473
H35 5.309 -2.056 2.611
O15 -1.791 -4.540 -0.778
O16 -4.113 1.125 2.110
O17 -4.002 3.898 1.847
H36 5.585 0.575 -2.450
H37 -1.710 3.157 -1.002
O18 -0.304 1.214 -2.955

The value obtained for the orbital gap is 10.36 eV. The value obtained for the relative energy (zero: lowest compared OMol25 entry of this formula, charge and spin) is 22.20 kcal per mole. As for the LUMO energy: 0.02 eV. The structure (SMILES) is O=C1OC[C@@H](F)O1.COC(=O)OC.COC(=O)OC.COC(=O)OC.COC(=O)OC.COC(=O)OC.ClCCl.ClCCl.